Formula: C50H73BBrCaCl3F3ILiN3O23PS3
Source: the Open Molecules 2025 dataset
Level of theory: wB97M-V/def2-TZVPD

```
! wB97M-V def2-TZVPD RIJCOSX def2/J DEFGRID3
* xyz -1 1
C -6.413 1.490 -3.254
C -5.285 1.243 -2.105
C -4.856 -0.324 -2.023
O -4.132 -0.587 -0.831
C -2.819 -1.161 -1.092
B -1.563 -0.101 -0.729
C -0.566 -0.377 -2.043
C 0.633 0.701 -2.170
C 0.665 1.402 -3.643
C 2.004 2.291 -3.671
O 2.052 3.338 -2.967
O 3.159 1.935 -4.413
C 3.934 0.937 -3.694
C 4.463 1.410 -2.256
O -2.261 1.196 -0.715
C -2.035 1.821 0.585
S -1.369 3.479 0.074
I -4.068 2.304 1.212
C -1.116 0.861 1.548
C 0.405 1.319 1.712
C 0.651 2.545 2.707
N 1.654 2.138 3.774
N -0.561 3.050 3.397
N 1.280 3.748 2.026
C -1.806 0.191 2.822
Br -0.502 -0.397 4.233
C -2.735 -1.068 2.488
C -1.938 -2.480 2.538
O -0.967 -0.253 0.597
H -7.419 1.150 -2.817
H -6.501 2.632 -3.339
H -6.162 0.983 -4.244
H -4.365 1.904 -2.236
H -5.836 1.435 -1.117
H -4.373 -0.710 -2.988
H -5.860 -0.887 -1.930
H -2.691 -1.633 -2.122
H -2.697 -2.030 -0.336
H -0.199 -1.456 -2.093
H -1.231 -0.232 -2.982
H 1.635 0.234 -1.899
H 0.376 1.552 -1.448
H 0.628 0.608 -4.454
H -0.222 2.127 -3.696
H 3.353 -0.034 -3.562
H 4.837 0.700 -4.360
H 4.308 2.511 -2.033
H 4.007 0.720 -1.458
H 5.599 1.225 -2.219
H -0.066 3.384 -0.384
H 1.116 0.475 2.006
H 0.767 1.667 0.677
H 1.147 2.008 4.671
H 2.242 2.972 3.960
H -1.076 3.747 2.843
H -0.318 3.534 4.281
H 1.312 4.529 2.709
H 2.245 3.443 1.813
H -2.475 0.959 3.354
H -3.497 -1.143 3.365
H -3.358 -0.949 1.544
H -2.511 -3.298 1.963
H -0.896 -2.409 2.098
H -1.874 -2.877 3.615
Ca -5.369 -1.353 3.693
C -5.428 0.478 8.341
Cl -4.959 -0.092 6.727
Cl -6.678 -0.568 9.031
Cl -4.019 0.550 9.412
H -5.835 1.481 8.244
O -0.843 5.827 5.297
P -1.123 6.849 4.191
O -0.039 6.737 3.113
O -1.120 8.257 4.793
O -2.493 6.572 3.565
C 0.665 -7.166 -4.610
C 0.705 -6.732 -3.158
O 1.615 -5.635 -2.981
C 1.136 -4.416 -3.293
O 0.026 -4.208 -3.703
C 2.184 -3.344 -3.008
F 3.410 -3.686 -3.457
F 2.317 -3.109 -1.689
F 1.888 -2.165 -3.578
H 1.671 -7.397 -4.970
H 0.035 -8.049 -4.732
H 0.273 -6.372 -5.249
H 1.078 -7.551 -2.540
H -0.290 -6.475 -2.786
C 4.742 7.577 2.107
C 5.359 8.522 1.398
C 4.630 9.720 0.896
O 5.238 10.573 0.265
C 3.199 9.823 1.179
C 2.570 8.876 1.888
C 3.310 7.687 2.415
O 2.725 6.851 3.071
O 1.243 8.969 2.149
O 6.686 8.432 1.102
H 5.262 6.704 2.479
H 2.680 10.690 0.793
H 1.001 8.168 2.678
H 6.890 9.235 0.586
C -0.491 -1.300 11.005
O -1.102 -0.025 10.851
H 0.386 -1.194 11.637
H -1.194 -1.991 11.476
H -0.188 -1.684 10.027
H -1.877 -0.145 10.288
Li -3.804 0.879 -4.182
C -0.203 -0.405 16.564
C 1.282 -0.772 16.545
C 1.401 -2.171 15.936
S 0.003 -2.358 14.835
O -0.859 -3.393 15.357
O 0.470 -2.362 13.468
C -0.738 -0.774 15.186
H -0.357 0.653 16.784
H -0.718 -0.989 17.334
H 1.827 -0.053 15.925
H 1.720 -0.739 17.545
H 2.325 -2.287 15.369
H 1.335 -2.947 16.701
H -1.824 -0.856 15.154
H -0.392 -0.068 14.428
C -1.012 -7.868 -12.142
C -0.253 -8.263 -13.241
C 1.091 -8.579 -13.083
C 1.685 -8.489 -11.824
C 0.931 -8.069 -10.728
C -0.422 -7.770 -10.887
C 1.561 -7.921 -9.395
O 0.903 -7.558 -8.436
C 3.005 -8.213 -9.249
C 3.626 -8.023 -8.014
C 4.978 -8.307 -7.864
C 5.714 -8.790 -8.943
C 5.102 -8.975 -10.177
C 3.748 -8.678 -10.335
C 3.113 -8.845 -11.662
O 3.757 -9.263 -12.608
H -2.063 -7.630 -12.265
H -0.711 -8.327 -14.223
H 1.676 -8.892 -13.942
H -1.016 -7.456 -10.036
H 3.057 -7.650 -7.168
H 5.460 -8.154 -6.903
H 6.768 -9.018 -8.823
H 5.681 -9.347 -11.015
O -4.226 5.167 -4.122
S -3.278 5.865 -4.953
O -2.746 5.275 -6.154
O -2.055 6.380 -4.038
C -1.359 5.422 -3.232
C -0.408 4.579 -4.057
C -3.936 7.459 -5.354
H -2.065 4.792 -2.684
H -0.788 5.986 -2.491
H -0.957 3.932 -4.747
H 0.203 3.943 -3.413
H 0.248 5.211 -4.659
H -4.299 7.931 -4.443
H -4.757 7.314 -6.056
H -3.152 8.056 -5.817
*
```

Computed properties:
HOMO: -2.932 eV
molecular weight: 1639.3 u

Löwdin population analysis, charges in e, atoms 1 to 2: -0.12, -0.26